{"formula": "C42H57BN10OPdSe", "method": "ωB97M-V with the def2-TZVPD basis set", "elements": ["Pd", "C", "C", "C", "C", "N", "N", "B", "N", "N", "C", "C", "C", "C", "C", "C", "C", "C", "N", "N", "C", "C", "C", "C", "C", "C", "C", "C", "C", "C", "C", "C", "H", "H", "H", "H", "H", "H", "H", "H", "H", "H", "H", "H", "H", "H", "H", "H", "H", "H", "H", "H", "H", "H", "H", "H", "H", "H", "H", "H", "H", "H", "H", "H", "H", "H", "H", "H", "H", "H", "H", "H", "Se", "C", "C", "C", "N", "C", "C", "H", "H", "H", "H", "C", "C", "C", "C", "C", "N", "C", "O", "N", "C", "C", "C", "C", "N", "C", "C", "C", "H", "H", "H", "H", "H", "H", "H", "H", "H", "H", "H", "H", "H"], "positions_angstrom": [[0.7246, 0.0961, 0.6424], [-0.2428, -5.4581, 0.6469], [-0.7634, -4.0612, 0.5373], [-2.0692, -3.6371, 0.4421], [-2.0088, -2.2331, 0.3606], [-0.7392, -1.8347, 0.4278], [0.0188, -2.9641, 0.5273], [1.5715, -2.9531, 0.5359], [2.0449, -2.3180, 1.8591], [1.4715, -1.1840, 2.3291], [1.8950, -1.0110, 3.5807], [2.7650, -2.0625, 3.9156], [2.8267, -2.8725, 2.8005], [3.6041, -4.1329, 2.5990], [1.4900, 0.1291, 4.4881], [1.0961, -0.4579, 5.8477], [2.6817, 1.0802, 4.6659], [0.3077, 0.9099, 3.9249], [2.0899, -2.2053, -0.7187], [1.4715, -1.0747, -1.1344], [1.8453, -0.8458, -2.3915], [2.7484, -1.8501, -2.7846], [2.8796, -2.6904, -1.6997], [3.7212, -3.9170, -1.5585], [1.2807, 0.2469, -3.2808], [0.8977, -0.3936, -4.6221], [2.3226, 1.3435, -3.5356], [0.0246, 0.8690, -2.6718], [-3.2168, -1.3224, 0.2760], [-4.3592, -2.0583, -0.4325], [-3.6565, -0.9741, 1.7076], [-2.9218, -0.0465, -0.5139], [-1.0812, -6.1521, 0.6770], [0.3503, -5.5936, 1.5538], [0.3920, -5.7203, -0.2023], [-2.9468, -4.2647, 0.4278], [1.9761, -4.0772, 0.4964], [3.2686, -2.2287, 4.8558], [4.2412, -4.3029, 3.4650], [4.2361, -4.0703, 1.7118], [2.9459, -4.9958, 2.4788], [1.9382, -0.9735, 6.3146], [0.2737, -1.1704, 5.7434], [0.7774, 0.3453, 6.5162], [3.5586, 0.5412, 5.0349], [2.4322, 1.8629, 5.3886], [2.9402, 1.5600, 3.7178], [-0.5585, 0.2531, 3.7952], [0.5664, 1.3530, 2.9688], [0.0361, 1.7246, 4.6015], [3.2357, -1.9586, -3.7429], [4.2969, -4.0675, -2.4705], [3.1117, -4.8054, -1.3820], [4.4220, -3.8138, -0.7277], [1.7802, -0.7472, -5.1608], [0.3882, 0.3421, -5.2503], [0.2268, -1.2430, -4.4691], [3.2372, 0.9189, -3.9605], [2.5722, 1.8613, -2.6078], [1.9257, 2.0771, -4.2455], [-0.7796, 0.1311, -2.6272], [-0.3073, 1.7175, -3.2797], [0.2120, 1.2310, -1.6634], [-4.7494, -2.8820, 0.1711], [-4.0225, -2.4654, -1.3891], [-5.1814, -1.3624, -0.6226], [-3.8859, -1.8807, 2.2732], [-4.5482, -0.3382, 1.6904], [-2.8581, -0.4431, 2.2356], [-2.9251, -0.2607, -1.5861], [-1.9507, 0.3603, -0.2602], [-3.6826, 0.7146, -0.3192], [2.6386, 1.6955, 0.5381], [4.0723, 0.4251, 0.5456], [4.3755, -0.2918, 1.6987], [5.3924, -1.2330, 1.6610], [6.1190, -1.5025, 0.5736], [5.8447, -0.7836, -0.5163], [4.8504, 0.1836, -0.5792], [3.8206, -0.1299, 2.6125], [5.6339, -1.8064, 2.5535], [6.4454, -1.0031, -1.3959], [4.6847, 0.7303, -1.4949], [-5.4444, 0.9058, -3.5290], [-4.7931, 2.2041, -3.1246], [-5.5448, 3.3242, -2.7834], [-4.9362, 4.5148, -2.4131], [-3.5495, 4.6202, -2.3726], [-2.9943, 5.8660, -1.9867], [-1.6933, 6.2139, -1.7004], [-1.2570, 7.3215, -1.9390], [-0.9012, 5.2318, -1.1226], [-1.2633, 4.2809, -0.1537], [-2.4469, 4.3163, 0.5729], [-2.6840, 3.3194, 1.5044], [-1.7551, 2.3120, 1.6753], [-0.6217, 2.2664, 0.9736], [-0.3800, 3.2352, 0.0971], [-2.7864, 3.5149, -2.7393], [-3.4086, 2.3320, -3.1050], [-6.5261, 0.9526, -3.4038], [-5.0685, 0.0716, -2.9318], [-5.2358, 0.6757, -4.5765], [-6.6281, 3.2707, -2.8054], [-5.5449, 5.3742, -2.1461], [-3.5511, 6.6732, -2.2112], [0.0814, 5.4365, -1.2023], [-3.1613, 5.1152, 0.4286], [-3.5920, 3.3221, 2.0933], [-1.9190, 1.5130, 2.3871], [0.5581, 3.1800, -0.4499], [-1.7074, 3.5729, -2.7660], [-2.7891, 1.4860, -3.3880]], "forces_ev_per_angstrom": [[-0.1, -0.4, -0.2], [0.1, 0.0, 0.0], [0.0, 0.0, 0.1], [-0.1, 0.0, -0.1], [0.0, -0.3, 0.0], [-0.3, 0.0, 0.1], [0.2, 0.0, -0.1], [-0.1, 0.2, 0.0], [0.0, -0.1, 0.0], [0.0, 0.2, -0.2], [-0.1, -0.1, 0.1], [-0.1, 0.0, 0.2], [0.0, 0.0, 0.1], [-0.1, 0.0, 0.0], [0.0, 0.0, 0.0], [0.0, 0.0, 0.1], [0.0, 0.0, 0.0], [0.0, -0.2, 0.0], [0.0, -0.2, 0.1], [0.1, 0.1, 0.1], [0.0, 0.0, 0.0], [0.1, 0.1, -0.1], [0.0, 0.0, 0.0], [-0.1, 0.1, 0.0], [0.0, 0.0, 0.1], [0.0, 0.0, 0.0], [0.0, 0.0, 0.0], [0.0, -0.2, -0.1], [0.0, 0.1, 0.1], [-0.1, 0.0, 0.1], [0.1, 0.1, 0.0], [0.0, -0.2, -0.1], [0.0, 0.0, 0.0], [0.0, 0.0, 0.0], [0.0, 0.0, 0.0], [0.1, 0.0, 0.0], [0.0, 0.1, 0.0], [0.0, 0.0, -0.1], [0.0, 0.0, 0.0], [0.0, 0.0, 0.0], [0.0, 0.0, 0.0], [-0.1, 0.0, 0.0], [0.0, 0.0, 0.0], [0.0, 0.0, 0.0], [0.0, 0.0, 0.0], [0.0, 0.0, 0.0], [0.0, 0.0, 0.1], [0.0, 0.0, 0.0], [0.0, 0.1, -0.1], [0.0, -0.1, 0.0], [-0.1, 0.0, 0.1], [0.0, 0.0, 0.0], [0.0, 0.0, 0.0], [0.0, 0.0, 0.0], [-0.1, 0.0, 0.0], [0.0, 0.0, 0.0], [0.0, 0.1, 0.0], [0.0, 0.0, 0.1], [0.0, 0.0, 0.0], [0.0, -0.1, 0.0], [0.0, 0.0, 0.1], [0.0, -0.1, 0.0], [0.0, 0.1, 0.1], [0.0, 0.1, 0.0], [0.0, 0.0, 0.0], [0.0, 0.0, 0.0], [0.0, 0.0, 0.0], [0.1, 0.0, 0.0], [-0.1, -0.1, 0.0], [0.1, 0.0, 0.0], [0.2, 0.2, 0.0], [0.0, 0.0, 0.0], [0.2, 0.1, 0.1], [0.0, 0.0, 0.1], [0.1, 0.1, 0.0], [0.1, 0.0, -0.1], [-0.1, 0.1, 0.0], [0.0, -0.1, 0.0], [0.0, -0.1, 0.0], [0.2, 0.0, -0.2], [0.0, 0.0, -0.1], [0.0, 0.0, 0.1], [-0.1, 0.0, -0.1], [0.1, 0.1, 0.0], [-0.1, 0.0, 0.0], [0.0, 0.0, 0.0], [0.0, 0.0, 0.1], [0.0, 0.0, 0.0], [-0.1, -0.1, 0.0], [0.0, 0.0, 0.0], [-0.1, -0.2, 0.0], [0.0, -0.1, 0.1], [-0.1, 0.0, -0.1], [0.0, 0.1, 0.1], [-0.1, 0.0, 0.0], [0.0, 0.0, 0.0], [-0.1, -0.1, 0.0], [0.0, -0.1, -0.1], [0.0, 0.0, -0.1], [0.1, 0.0, 0.0], [0.0, 0.0, 0.0], [0.0, 0.0, 0.0], [0.0, 0.0, 0.0], [0.0, 0.0, 0.0], [0.0, -0.1, 0.0], [0.0, 0.1, -0.1], [0.1, 0.1, 0.1], [0.0, 0.0, 0.0], [0.0, 0.0, 0.0], [0.0, 0.0, 0.0], [0.0, 0.0, 0.0], [0.0, 0.0, 0.0], [0.0, 0.1, 0.0]], "spin_multiplicity": 3, "gap_ev": [7.68, 6.63], "e_lumo_ev": [0.3, -1.1], "de_lowest_kj_mol": 0.0, "energy_ev": -130934.7818, "homo_energy_ev": [-7.4, -7.7]}

{"formula": "C20H42BrN2O7PS", "method": "ωB97M-V with the def2-TZVPD basis set", "elements": ["C", "C", "C", "O", "O", "C", "C", "C", "C", "C", "C", "C", "O", "C", "C", "N", "C", "O", "C", "S", "Br", "O", "C", "C", "P", "N", "O", "H", "H", "H", "H", "H", "H", "H", "H", "H", "H", "H", "H", "H", "H", "H", "H", "H", "H", "H", "H", "H", "H", "H", "H", "H", "H", "H", "H", "H", "H", "H", "H", "C", "C", "O", "C", "C", "H", "H", "H", "H", "H", "H", "H", "H", "H", "H"], "positions_angstrom": [[3.2224, -3.4917, 3.0618], [4.4677, -3.8844, 2.4873], [5.5197, -2.8863, 1.8426], [6.3533, -2.3304, 2.6080], [5.6282, -2.6007, 0.4612], [4.3454, -2.2627, -0.1364], [4.4635, -0.9614, -1.1062], [3.4024, 0.1515, -0.5792], [3.5585, 1.5639, -1.3083], [2.5429, 2.7037, -0.8079], [1.6925, 2.3278, 0.5000], [1.0679, 3.6912, 1.1045], [-0.2610, 3.5596, 1.6433], [-0.3830, 2.6094, 2.7087], [-1.6207, 3.1578, 3.6316], [-1.6195, 4.6440, 3.7841], [-0.8862, 1.1382, 2.2205], [-1.6822, 0.4622, 3.2189], [-2.5526, -0.5262, 2.5918], [-4.0782, 0.3929, 2.0508], [-2.9185, -1.9058, 4.0097], [-1.8371, -1.1611, 1.5340], [-2.7008, -1.8947, 0.6300], [-2.9359, -1.1348, -0.7846], [1.0997, 2.4630, 3.8788], [0.7630, 1.2230, 5.1267], [1.3218, 3.9161, 4.8042], [3.1468, -2.6764, 3.8691], [2.2493, -4.0200, 2.7780], [4.7426, -4.9888, 2.5317], [3.5618, -2.0161, 0.6601], [3.9465, -3.1837, -0.6947], [5.5449, -0.5997, -1.0309], [4.1984, -1.2887, -2.1797], [2.3740, -0.3280, -0.6725], [3.6378, 0.2951, 0.5310], [3.3759, 1.3748, -2.4313], [4.6239, 1.9925, -1.2508], [1.7798, 2.8584, -1.6602], [3.0462, 3.7137, -0.5941], [0.8436, 1.6343, 0.1464], [2.3381, 1.8119, 1.3033], [0.9678, 4.3910, 0.1896], [1.8096, 4.2471, 1.7949], [-1.7187, 2.5925, 4.6149], [-2.5716, 2.9005, 3.0249], [-0.6792, 5.0494, 3.6726], [-1.8396, 4.8069, 4.7872], [0.0432, 0.5327, 1.9266], [-1.4976, 1.3517, 1.2639], [-4.8211, 0.5545, 3.2318], [-3.6813, -2.2459, 1.1021], [-2.1315, -2.8628, 0.3618], [-3.7656, -0.3426, -0.6488], [-3.3079, -1.8520, -1.5924], [-2.0101, -0.5345, -1.1075], [1.2413, 1.5958, 5.9732], [-0.2453, 1.2347, 5.3578], [2.2530, 4.2140, 4.7503], [-3.0756, -0.1764, -6.3536], [-2.4802, -1.3261, -5.5604], [-3.4177, -1.9751, -4.7130], [-4.5292, -2.5875, -5.3517], [-4.1391, -3.6952, -6.3153], [-3.5880, 0.5250, -5.6902], [-2.2930, 0.3582, -6.8968], [-3.8077, -0.5287, -7.0838], [-1.6971, -0.9329, -4.9071], [-1.9978, -2.0532, -6.2217], [-5.1487, -1.8330, -5.8464], [-5.1418, -3.0181, -4.5549], [-3.5955, -3.3017, -7.1781], [-5.0287, -4.2082, -6.6874], [-3.4884, -4.4232, -5.8238]], "forces_ev_per_angstrom": [[1.7, -0.2, -0.4], [-1.9, 0.5, -0.1], [3.2, 1.8, 3.7], [-2.8, -2.0, -2.9], [-1.7, -0.5, 2.2], [-1.5, 0.2, -1.0], [-0.5, -0.5, 0.6], [1.5, -0.2, 0.2], [-0.1, 0.0, -0.7], [-0.8, -0.1, 0.0], [0.1, 0.4, 0.0], [1.0, 0.3, -2.0], [1.4, -1.1, 0.8], [-3.5, 0.0, 2.9], [-0.9, -0.3, -1.8], [0.4, -0.5, 1.5], [1.4, 1.1, -1.4], [-0.1, -1.3, -1.5], [1.7, 0.8, 0.5], [-0.6, -0.3, 0.4], [0.0, 0.7, -0.5], [-2.5, 0.9, 1.0], [0.2, -1.7, -2.2], [-0.7, 0.9, 1.0], [3.1, -0.4, 0.3], [-1.2, 2.1, -0.5], [-0.8, -0.7, -0.6], [0.0, -0.3, -2.4], [1.7, -0.2, 1.5], [-0.8, 1.4, -1.5], [1.2, -0.4, -0.9], [0.7, 1.3, 0.7], [-1.5, -0.4, -0.3], [0.6, 0.7, 1.6], [1.1, 1.0, 0.1], [-0.5, -0.3, -1.4], [0.3, 0.4, 1.6], [-1.4, -1.0, 0.2], [1.1, 0.1, 1.4], [-0.4, -1.6, -0.5], [1.2, 1.0, 0.8], [-1.1, 0.7, -1.3], [-0.2, -1.0, 1.5], [-1.2, -1.1, -0.7], [0.4, 0.7, -1.2], [1.3, 0.2, 1.0], [-0.5, -0.5, -0.1], [0.2, 0.1, -1.0], [-1.5, 0.5, 0.5], [0.9, -0.3, 1.5], [1.3, -0.5, -0.9], [1.4, 0.8, -0.5], [-0.7, 1.5, 0.6], [1.2, -1.2, -0.2], [0.8, 0.9, 1.1], [-1.2, -1.3, 0.4], [-0.3, -0.4, -0.8], [0.5, -0.3, 0.0], [-0.8, -0.5, -0.2], [-0.2, 0.0, -0.1], [0.0, 0.1, 0.0], [0.0, 0.0, 0.2], [0.0, -0.1, 0.0], [0.2, 0.1, -0.2], [0.1, 0.0, 0.0], [0.0, 0.0, 0.1], [0.1, 0.0, 0.0], [-0.1, -0.1, 0.1], [0.0, 0.0, -0.1], [0.0, 0.0, -0.1], [0.2, 0.2, 0.1], [-0.1, 0.0, 0.0], [0.0, 0.0, 0.0], [-0.1, 0.0, 0.0]], "gap_ev": 7.95, "e_lumo_ev": 0.0, "smiles": "C=CC(=O)OCCCCCCCO[C@@](CN)(CO[C@](S)(Br)OCC)P(N)O.CCOCC", "energy_ev": -128892.3247, "homo_energy_ev": -8.0}